2 unconnected molecules or ions with the total composition C11H17N2. Source: the Open Molecules 2025 dataset; level of theory: ωB97M-V/def2-TZVPD.

The geometry in XYZ format:
```
30
Properties=species:S:1:pos:R:3:nbo_charge:R:1
C 2.6527 1.2228 0.1913 -0.227
C 1.3950 2.0537 0.4007 -0.649
N 2.3806 -0.1173 -0.4002 -0.684
H 3.2259 1.7979 -0.5121 0.235
H 3.0809 0.9913 1.1605 0.227
H 1.6373 2.7291 1.2173 0.250
H 0.4990 1.5725 0.8036 0.244
H 2.3453 -0.1344 -1.4204 0.444
H 3.0795 -0.7949 -0.0993 0.437
H 1.4450 -0.4444 -0.1213 0.474
H 1.1261 2.6336 -0.4503 0.226
C -0.9770 1.5055 -1.7049 -0.649
C -1.0463 -0.3605 0.1549 -0.094
C -0.6552 0.1438 -1.1625 -0.094
C -0.8251 -1.7417 0.1162 0.121
C -0.1467 -0.9097 -1.8389 -0.111
C -2.3602 -0.5516 2.1392 -0.212
C -1.9331 -1.8971 2.1922 -0.182
C -1.8837 0.2364 1.1156 -0.212
C -1.2331 -2.5387 1.2051 -0.227
N -0.1274 -2.0551 -1.0304 -0.566
H -3.0550 -0.2177 2.8841 0.233
H -2.2715 -2.4700 2.9937 0.220
H -2.1773 1.2652 0.9460 0.224
H -1.0809 -3.6069 1.1655 0.227
H -0.1859 1.9078 -2.3562 0.218
H -1.0259 2.2884 -0.9674 0.225
H 0.0949 -0.9185 -2.8896 0.230
H -0.1222 -2.9893 -1.4040 0.425
H -1.8557 1.3997 -2.3285 0.248
```

The calculation puts the LUMO energy at -3.1 eV. The calculation puts the maximum force at 1.7 eV/A. The calculation puts the calculated total energy at -538.61976 Eh. The calculation puts the highest occupied orbital energy at -11.51 eV. The value obtained for the relative energy (zero: lowest compared OMol25 entry of this formula, charge and spin) is 0.569 eV. As for the charge: +1. The orbital gap is 8.401 eV.